1.
ORCA calculation (ωB97M-V/def2-TZVPD) on C38H46BrClN5O11P2STa as an isolated structure.

```
106
Properties=species:S:1:pos:R:3:mulliken_charge:R:1
Ta -0.030 0.004 -0.433 1.9997
O -4.197 1.046 -1.799 -0.6003
P -2.771 0.573 -2.349 0.5572
O -2.856 -0.370 -3.463 -0.7454
O -1.995 0.211 -1.073 0.6080
O -2.136 2.011 -2.742 -0.6227
P -0.512 2.187 -2.727 0.6784
O -0.080 0.854 -3.487 -0.5171
O -0.166 3.493 -3.267 -0.8927
O -0.085 1.842 -1.276 -0.8717
H -4.907 0.652 -2.320 0.3897
H -0.456 0.699 -4.362 0.4344
Br 2.386 4.349 -0.447 -0.0639
C 2.946 3.107 0.875 0.0419
C 3.911 3.495 1.796 -0.9187
C 4.334 2.547 2.711 -0.6393
C 3.797 1.270 2.661 -0.9962
C 2.826 1.004 1.710 0.7301
N 2.398 1.915 0.838 0.6688
C 2.307 -0.416 1.598 -0.1421
O 3.018 -1.311 1.983 -0.7087
O 1.101 -0.611 1.103 0.1673
H 4.318 4.495 1.776 0.5055
H 5.089 2.798 3.444 0.4405
H 4.122 0.481 3.322 0.5625
C -4.884 -0.628 1.418 -1.6129
C -3.712 0.285 1.800 2.3600
C -4.248 1.640 2.261 -1.9847
C -2.840 -0.404 2.830 0.7078
C -3.114 -0.250 4.181 -0.3280
C -2.429 -0.987 5.132 -1.5207
C -1.533 -1.951 4.720 -0.9591
C -1.240 -2.170 3.371 0.1577
C -0.477 -3.472 3.102 0.7960
C 0.588 -3.556 2.016 -1.4130
C -1.490 -4.618 2.936 -1.4932
C -1.832 -1.303 2.436 -0.4140
N -1.439 -1.356 1.052 0.9722
C -1.929 -2.313 0.349 -1.1231
C -1.443 -2.590 -0.936 0.4067
C -1.859 -3.613 -1.753 -1.6396
C -0.996 -3.603 -2.838 -1.4470
C -0.061 -2.587 -2.660 -0.2216
N -0.332 -1.917 -1.466 1.2412
C 1.022 -2.479 -3.746 3.2207
C 1.709 -3.858 -3.845 -1.9620
C 2.150 -1.475 -3.573 -2.4076
C 0.312 -2.187 -5.081 -1.7269
H -5.516 -0.140 0.673 0.4324
H -5.495 -0.853 2.296 0.3905
H -4.537 -1.573 0.998 0.2097
H -3.114 0.426 0.905 -1.3574
H -5.012 1.526 3.033 0.5874
H -4.716 2.159 1.421 0.3312
H -3.452 2.270 2.660 0.4134
H -3.875 0.452 4.497 0.3551
H -2.629 -0.841 6.186 0.3964
H -1.059 -2.587 5.459 0.4037
H 0.044 -3.672 4.042 0.6334
H 0.192 -3.449 1.007 0.2415
H 1.050 -4.545 2.077 0.5251
H 1.371 -2.818 2.149 -0.0689
H -1.964 -4.594 1.954 0.2002
H -2.273 -4.576 3.695 0.3815
H -0.977 -5.578 3.022 0.4451
H -2.697 -2.967 0.755 0.5937
H -2.678 -4.286 -1.554 0.5886
H -1.027 -4.278 -3.676 0.5674
H 2.226 -4.093 -2.912 0.3829
H 2.449 -3.832 -4.648 0.4785
H 1.010 -4.664 -4.055 0.3861
H 2.670 -1.638 -2.633 0.2930
H 1.805 -0.449 -3.638 0.2830
H 2.868 -1.635 -4.379 0.5097
H -0.304 -3.028 -5.399 0.4353
H 1.052 -1.992 -5.860 0.4629
H -0.354 -1.327 -4.998 0.1047
Cl 8.319 -0.151 -0.165 -0.2266
C 6.673 0.113 -0.651 0.3797
C 5.726 -0.865 -0.400 -1.4124
C 4.412 -0.640 -0.776 0.3651
C 4.053 0.549 -1.399 0.4135
C 5.022 1.513 -1.659 -0.6059
C 6.336 1.303 -1.281 -0.9550
C 2.644 0.860 -1.783 -0.1765
O 2.369 1.739 -2.550 -0.6691
O 1.738 0.039 -1.220 1.6807
H 6.008 -1.783 0.095 0.4219
H 3.663 -1.392 -0.571 0.3647
H 4.723 2.430 -2.151 0.4745
H 7.097 2.048 -1.468 0.4392
S -0.643 1.543 1.602 -0.5649
C -1.222 3.041 0.957 0.3862
N -0.650 4.168 1.369 -0.0344
C -1.012 5.496 0.880 -0.6339
C -2.452 5.488 0.396 -0.8294
C -2.659 4.321 -0.553 -0.4660
N -2.245 3.098 0.128 0.7782
H 0.198 4.055 1.900 0.3466
H -0.336 5.775 0.069 0.2795
H -0.880 6.207 1.695 0.4459
H -2.671 6.428 -0.110 0.4099
H -3.132 5.393 1.246 0.3192
H -2.078 4.448 -1.471 0.2623
H -3.705 4.210 -0.829 0.3325
H -2.638 2.214 -0.156 -0.8060
```

The energy relative to the best compared isomer or geometry (same formula, charge and spin) is 0.661 eV. As for the lowest unoccupied orbital energy: -0.012 Ha. Its charge is 0. The HOMO energy comes out at -7.81 eV. The calculation puts the total energy at -183670.182 eV. For the gap between HOMO and LUMO, the calculation gives 7.47 eV.


2.
ORCA calculation (ωB97M-V/def2-TZVPD) on C38H46Ge2O5STeTl as an isolated structure in a non-equilibrium geometry.

```
94
Properties=species:S:1:pos:R:3:mulliken_charge:R:1
Tl -0.390 -2.978 1.286 0.6785
C 0.261 1.115 4.469 -1.0812
C -0.173 2.502 4.177 -0.7342
Ge 0.058 2.893 2.250 0.3694
C -0.765 4.459 1.527 0.3642
C -2.070 4.877 2.217 -1.4165
C 1.936 2.469 1.838 -0.4276
C 2.592 2.062 0.748 0.3404
Ge 1.983 1.720 -1.043 0.7474
C 1.660 -0.167 -1.310 0.1898
C 2.297 -0.731 -2.563 -1.5124
C 2.930 2.916 -2.291 -0.6471
C 3.106 4.310 -1.602 -1.1603
C 3.909 1.336 0.817 -0.7310
C 5.051 1.658 0.059 0.2205
C 6.208 0.884 0.043 -0.8394
C 6.311 -0.255 0.792 -0.5928
C 5.167 -0.655 1.471 -0.8785
C 4.012 0.137 1.515 -0.1901
H 0.560 1.102 5.499 0.4148
H 1.135 0.675 3.943 0.1139
H -0.508 0.367 4.309 0.3049
H 0.496 3.218 4.671 0.5535
H -1.200 2.631 4.545 0.3842
H -0.931 4.255 0.437 -0.4621
H -0.029 5.293 1.479 0.5914
H -2.895 4.143 2.232 0.2195
H -2.398 5.763 1.740 0.5177
H -1.836 5.215 3.228 0.3588
H 2.541 2.552 2.802 0.3776
H 0.588 -0.410 -1.251 0.3039
H 2.102 -0.649 -0.399 0.2269
H 1.675 -0.539 -3.401 0.4644
H 2.539 -1.795 -2.541 0.2859
H 3.214 -0.206 -2.811 0.2943
H 2.369 3.042 -3.208 0.4602
H 3.905 2.470 -2.598 0.5093
H 2.117 4.705 -1.294 0.2023
H 3.500 4.991 -2.391 0.4143
H 3.726 4.247 -0.681 0.2675
H 5.040 2.633 -0.480 0.1871
H 7.016 1.284 -0.554 0.4223
H 7.222 -0.780 0.731 0.4532
H 5.226 -1.568 2.036 0.4370
H 3.159 -0.171 2.056 0.6038
O -2.532 -1.303 2.010 -0.6783
C -1.948 -0.528 1.267 0.3384
O -1.128 -0.850 0.332 -0.5010
C -1.866 0.971 1.575 0.3165
O -2.771 1.703 1.951 -0.6259
O -0.623 1.369 1.493 0.3998
Te -1.272 -4.080 -1.759 0.3784
C 0.210 -5.540 -1.905 0.2045
C 1.534 -5.247 -1.574 -0.2086
C 2.529 -6.155 -1.967 -0.8046
C 2.120 -7.310 -2.685 -0.2928
C 0.773 -7.659 -2.855 -0.7534
C -0.188 -6.757 -2.473 -0.1976
C -2.164 -4.941 0.024 0.0729
C -3.024 -4.082 0.649 -0.4304
C -3.520 -4.289 1.945 -0.5966
C -3.115 -5.447 2.570 -0.5353
C -2.344 -6.388 1.901 -0.5404
C -1.873 -6.170 0.617 -0.0895
H 1.848 -4.353 -1.059 0.3364
H 3.535 -5.859 -1.888 0.4246
H 2.906 -7.949 -3.097 0.3634
H 0.568 -8.547 -3.448 0.3575
H -1.287 -6.844 -2.599 0.4222
H -3.314 -3.154 0.144 0.3592
H -4.151 -3.604 2.410 0.5272
H -3.547 -5.744 3.537 0.3628
H -2.094 -7.331 2.416 0.3610
H -1.168 -6.857 0.112 0.3488
C -6.298 2.459 0.150 -1.4602
C -4.972 2.439 -0.622 0.5416
C -4.200 3.616 -0.898 -0.6360
C -2.936 3.539 -1.467 -0.4811
C -2.398 2.316 -1.789 0.8734
C -3.134 1.148 -1.608 -0.7380
C -4.388 1.257 -1.060 -0.4173
S -0.805 2.018 -2.388 0.5701
C -0.407 3.244 -3.628 -1.2530
O 0.208 2.561 -1.304 -0.5132
H -6.278 3.091 1.062 0.3401
H -6.516 1.394 0.448 0.3506
H -7.090 2.877 -0.477 0.3707
H -4.591 4.564 -0.629 0.4976
H -2.327 4.438 -1.563 0.3407
H -2.629 0.167 -1.870 0.2294
H -4.935 0.299 -0.936 0.2824
H -0.181 4.126 -3.067 0.3427
H -1.178 3.429 -4.388 0.4399
H 0.540 2.944 -4.110 0.3944
```

The energy relative to the best compared isomer or geometry (same formula, charge and spin) is 0.000 eV. As for the lowest unoccupied orbital energy: -0.095 Ha. Its charge is +1. The HOMO energy comes out at -10.27 eV. The calculation puts the total energy at -186236.948 eV. For the gap between HOMO and LUMO, the calculation gives 7.69 eV.